DFT (ωB97M-V/def2-TZVPD) results for a 2-piece molecular cluster, C3H8NO overall.

Cartesian coordinates (Å):
C 1.1896 -0.1787 0.2430
C 0.8517 -1.3889 0.6910
C 0.5146 1.4844 -1.3675
N 0.2436 0.6869 -0.4104
H 2.2138 0.0995 0.0408
H -0.0451 -1.9540 0.5322
H 1.6490 -1.8191 1.2887
H -0.1061 2.3003 -1.7095
H 1.5546 1.4284 -1.6736
H -0.7008 0.6664 0.0026
H -2.5577 0.0161 1.4594
H -2.7029 -0.9267 0.1973
O -2.1043 -0.4147 0.7061

Force components x, y, z for each atom (eV/Å):
C -0.63 -0.82 -1.21
C 1.25 0.77 0.41
C 1.43 0.03 0.90
N -0.74 0.19 -0.12
H 0.11 0.35 0.78
H -0.53 0.36 0.34
H -0.06 -0.58 -0.40
H -0.51 -0.42 -0.10
H -0.11 0.22 -0.50
H -0.13 -0.29 -0.12
H 0.00 -0.65 -0.73
H -1.22 -0.60 -0.48
O 1.15 1.44 1.22

HOMO level = -14.804 eV
LUMO energy = -5.203 eV
Charge = +1
HOMO-LUMO gap = 9.602 eV
Energy above the lowest of the compared OMol25 structures with the same formula, charge and spin = 24.8 kcal per mole
Max |F| = 0.0430 Eh/bohr
E_tot = -248.7963 a.u.

***

DFT (ωB97M-V/def2-TZVPD) results for a 2-piece molecular cluster, C3H8NO overall.

Cartesian coordinates (Å):
C 1.2462 0.2637 0.7538
C 0.5883 0.2341 1.9156
C 0.6168 0.8430 -1.4479
N 0.3738 0.1564 -0.3901
H 2.2391 0.5650 0.4471
H -0.3788 -0.2410 1.8724
H 0.9026 0.7065 2.8290
H 0.1482 0.5278 -2.3758
H 1.4792 1.4864 -1.4727
H -0.3207 -0.6110 -0.4946
H -2.6104 -1.9125 -0.9108
H -2.3672 -0.7671 0.0012
O -1.9172 -1.2514 -0.7273

Force components x, y, z for each atom (eV/Å):
C -1.43 0.77 0.39
C 0.60 0.02 -0.75
C 0.27 -1.69 -0.02
N 1.30 -0.50 -1.53
H 0.02 0.23 0.62
H -0.40 0.36 0.27
H 0.51 -0.57 0.30
H -0.48 0.54 0.18
H -0.06 0.52 0.12
H -0.18 0.28 0.34
H 0.69 -0.04 -0.37
H 0.46 -0.14 -0.59
O -1.30 0.22 1.02

HOMO level = -14.978 eV
LUMO energy = -5.142 eV
Charge = +1
HOMO-LUMO gap = 9.837 eV
Energy above the lowest of the compared OMol25 structures with the same formula, charge and spin = 30.0 kcal per mole
Max |F| = 0.0402 Eh/bohr
E_tot = -248.7882 a.u.

***

DFT (ωB97M-V/def2-TZVPD) results for an isolated ion of composition C3H8NO and charge +1.

Cartesian coordinates (Å):
C 0.6405 1.1298 -0.2381
C -0.3392 0.0349 -0.1418
N 0.4726 -1.3066 -0.2503
C -1.7892 0.1613 0.4586
O -1.4508 0.1855 -0.9364
H 0.2541 1.7122 -1.2094
H 1.6779 0.7939 -0.3582
H 0.5268 1.7430 0.6853
H 0.7145 -1.1882 -1.2537
H 0.0170 -2.2509 -0.2063
H 1.4047 -1.3170 0.3719
H -2.1164 -0.8142 1.0605
H -2.1608 1.1816 0.7407

Force components x, y, z for each atom (eV/Å):
C -0.62 2.16 -1.25
C -2.28 0.55 1.79
N 0.98 -0.42 -0.03
C 2.13 -1.09 0.95
O -0.22 -2.21 -0.35
H 1.37 -0.82 2.26
H -0.24 0.33 -0.01
H 0.44 -0.08 -0.95
H 0.59 -0.57 0.56
H 0.02 1.13 0.36
H -2.70 0.16 -1.73
H 0.03 2.18 -1.94
H 0.51 -1.32 0.33

HOMO level = -15.339 eV
LUMO energy = -4.031 eV
SMILES = C[C@@]1([NH3+])CO1
Charge = +1
HOMO-LUMO gap = 11.308 eV
Energy above the lowest of the compared OMol25 structures with the same formula, charge and spin = 54.1 kcal per mole
Max |F| = 0.0624 Eh/bohr
E_tot = -248.7498 a.u.

***

DFT (ωB97M-V/def2-TZVPD) results for a 2-piece molecular cluster, C3H8NO2 overall.

Cartesian coordinates (Å):
C -0.0976 0.5630 1.7474
C 1.7381 0.0835 -0.0430
C 0.4192 -0.1365 0.4249
N -1.7283 -0.5105 -1.5633
O -0.8124 0.2989 -2.2456
O -0.2400 -1.2583 0.2851
H -0.9388 0.0532 2.1614
H -0.1927 1.7158 1.6800
H 0.8410 0.4080 2.2916
H -1.9191 -1.1419 -2.2558
H 2.1148 -0.7390 -0.5461
H 2.3782 0.9149 0.3745
H -1.1667 -0.9071 -0.7969
H -0.3957 0.6561 -1.5142

Force components x, y, z for each atom (eV/Å):
C 2.22 2.59 -1.70
C -2.53 2.21 1.87
C 1.36 -1.83 2.40
N -1.95 1.43 1.10
O -0.17 0.44 -2.68
O 1.33 0.86 -0.15
H -0.49 -0.13 0.09
H -0.24 -1.74 0.10
H -0.61 0.05 0.83
H -0.82 -2.48 -1.62
H 1.06 -1.13 -1.24
H -0.85 -1.03 -0.69
H -0.44 -0.91 -0.10
H 2.14 1.68 1.80

HOMO level = -2.696 eV
LUMO energy = 4.368 eV
Charge = -1
HOMO-LUMO gap = 7.064 eV
Energy above the lowest of the compared OMol25 structures with the same formula, charge and spin = 112.5 kcal per mole
Max |F| = 0.0747 Eh/bohr
E_tot = -324.2361 a.u.

***

DFT (ωB97M-V/def2-TZVPD) results for a 2-piece molecular cluster, C3H8NO2 overall.

Cartesian coordinates (Å):
O 1.4280 0.1391 -0.0986
C 2.4349 -0.4248 -0.6282
O 2.6043 -1.6917 -0.6733
H 3.0660 0.1941 -1.3160
H 3.5675 -1.9256 -0.5925
C -1.8770 0.4686 0.0626
C -2.0827 -0.8250 0.2942
N -0.7403 1.2695 0.5596
H -2.5470 1.1833 -0.4645
H -3.0214 -1.3311 -0.0331
H -1.4031 -1.4390 0.8053
H 0.1712 0.7959 0.2431
H -0.7645 2.1705 0.2022
H -0.8360 1.4162 1.6393

Force components x, y, z for each atom (eV/Å):
O 3.56 -2.44 -1.53
C -3.31 3.98 -0.38
O 1.21 -1.64 1.35
H 0.15 -0.32 0.98
H -1.03 0.09 -0.66
C -1.40 0.75 -0.46
C -1.30 1.12 -0.93
N -0.09 -2.38 3.12
H 0.13 -1.22 0.32
H 0.94 0.74 0.08
H 0.96 -0.61 0.73
H -0.33 0.45 0.83
H -0.11 2.14 -1.14
H 0.62 -0.66 -2.32

HOMO level = -14.801 eV
LUMO energy = -3.112 eV
Charge = +1
HOMO-LUMO gap = 11.690 eV
Energy above the lowest of the compared OMol25 structures with the same formula, charge and spin = 46.8 kcal per mole
Max |F| = 0.1009 Eh/bohr
E_tot = -324.0527 a.u.

***

DFT (ωB97M-V/def2-TZVPD) results for one molecule with the formula C3H8NO2P.

Cartesian coordinates (Å):
C -2.5630 0.4303 -0.3160
C -1.3189 0.3925 0.1039
N -0.2685 -0.4079 -0.3828
C 0.7252 -0.9151 0.8183
P 2.4597 -0.0871 0.3451
O 2.4552 -0.7690 -1.2265
O 1.8569 1.3952 0.0929
H -3.2469 1.1811 -0.0213
H -2.8571 -0.0168 -1.1928
H -1.0382 1.0931 0.8916
H -0.6068 -1.2742 -0.8835
H 0.2382 -0.5501 1.7118
H 0.7835 -1.9590 0.7678
H 1.6599 -0.3704 -1.6092
H 1.7208 1.8572 0.9007

Force components x, y, z for each atom (eV/Å):
C 0.22 0.94 0.19
C 0.88 0.02 0.51
N 0.94 -2.32 1.40
C -0.67 3.23 -2.89
P -1.12 -2.64 -0.61
O 0.13 1.65 2.01
O 0.12 -0.01 -1.52
H -0.38 0.64 0.79
H -0.62 -1.67 -1.79
H 0.22 -0.29 -0.05
H 0.30 1.51 0.78
H 0.32 -0.11 0.46
H 0.09 -1.52 0.09
H -0.37 -0.20 -0.40
H -0.06 0.76 1.05

HOMO level = -8.583 eV
LUMO energy = 0.738 eV
SMILES = C=CNCP(O)O
HOMO-LUMO gap = 9.320 eV
Energy above the lowest of the compared OMol25 structures with the same formula, charge and spin = 30.0 kcal per mole
Max |F| = 0.0852 Eh/bohr
E_tot = -665.6691 a.u.

***

DFT (ωB97M-V/def2-TZVPD) results for a 2-piece molecular cluster, C3H8NO2S overall.

Cartesian coordinates (Å):
C -0.2067 1.8934 1.2582
C -0.3081 0.6127 1.2452
C 0.2530 -0.5994 -0.7927
N 0.5773 -0.3464 0.6461
O 0.3628 0.5902 -1.3231
O 1.0491 -1.6234 -1.2459
S -1.4563 -1.5171 -0.6758
H -0.9859 2.3786 1.8373
H 0.5426 2.3175 0.6293
H -1.0872 0.1807 1.8595
H 0.5048 -1.1979 1.2188
H 1.9822 0.3852 0.7502
H 0.1547 0.4686 -2.2672
H 0.6330 -2.5830 -1.3191
H -2.0155 -0.9598 -1.8209

Force components x, y, z for each atom (eV/Å):
C -0.28 1.61 -0.50
C -0.89 -3.06 0.96
C 2.52 -0.64 5.59
N -1.56 -0.63 -1.34
O -0.83 -0.51 -2.36
O -1.18 -2.13 -1.31
S -1.80 0.67 -1.39
H 0.47 0.65 -0.30
H 0.37 1.02 0.14
H -0.03 -0.41 0.17
H 0.58 0.19 -0.52
H 0.97 0.29 0.10
H 0.42 0.78 -0.19
H 1.15 2.81 0.30
H 0.08 -0.64 0.66

HOMO level (alpha / beta) = -10.161 / -14.268 eV
⟨S²⟩ = 2.012
LUMO energy (alpha / beta) = -4.842 / -9.324 eV
Charge = +1
HOMO-LUMO gap (alpha / beta) = 5.319 / 4.944 eV
Energy above the lowest of the compared OMol25 structures with the same formula, charge and spin = 73.1 kcal per mole
Max |F| = 0.1199 Eh/bohr
Multiplicity = 3
E_tot = -721.9863 a.u.

***

DFT (ωB97M-V/def2-TZVPD) results for a 2-piece molecular cluster, C3H8NO3 overall.

Cartesian coordinates (Å):
C 1.3884 -0.2355 -1.0775
O 0.2958 0.5490 -0.8049
C 1.9134 -0.9718 0.1612
H 2.2019 0.3726 -1.4975
H 1.1660 -0.9750 -1.8793
H 2.4060 -1.9288 -0.0609
H 1.0591 -1.1828 0.8166
H 2.5814 -0.3390 0.7506
N -1.8904 -0.1623 0.3433
C -2.2779 1.0180 0.8601
O -1.3639 1.9987 0.6907
O -3.3209 1.2367 1.4501
H -2.5950 -0.8734 0.2957
H -1.0003 -0.1225 -0.2704
H -0.5635 1.6160 0.2222

Force components x, y, z for each atom (eV/Å):
C -0.36 0.23 -0.10
O 0.00 0.06 -0.10
C -0.22 -0.20 0.35
H 0.35 0.07 -0.08
H -0.01 -0.12 0.16
H 0.11 0.20 -0.04
H 0.05 -0.08 -0.16
H 0.10 -0.02 -0.07
N 0.33 -0.34 -0.42
C 0.39 0.41 0.02
O 0.21 -0.16 0.03
O -0.40 0.04 0.13
H -0.05 -0.02 0.02
H -0.33 -0.11 0.29
H -0.16 0.05 -0.04

HOMO level = -4.129 eV
LUMO energy = 4.179 eV
Charge = -1
HOMO-LUMO gap = 8.308 eV
Energy above the lowest of the compared OMol25 structures with the same formula, charge and spin = 15.1 kcal per mole
Max |F| = 0.0122 Eh/bohr
E_tot = -399.6538 a.u.

***

DFT (ωB97M-V/def2-TZVPD) results for an isolated ion of composition C3H8NOS and charge -1.

Cartesian coordinates (Å):
N -0.6299 -1.8606 -0.0598
C 0.3913 -0.7715 0.0930
C 1.4022 -0.8371 -1.1568
O 2.0323 0.3183 -1.4913
C -0.1133 0.6970 -0.0728
S -1.3405 1.2548 1.2366
H -0.5857 -2.5057 0.7197
H -1.4994 -1.3445 0.0643
H 0.7892 -0.8502 1.1076
H 2.1085 -1.6595 -0.9386
H 0.7169 -1.2634 -1.9192
H 0.8007 1.2788 0.0583
H -0.5461 0.9027 -1.0569
H -1.8461 0.0011 1.1886

Force components x, y, z for each atom (eV/Å):
N -0.23 1.29 0.12
C -0.02 0.75 -1.08
C 0.48 0.50 0.42
O -0.38 -0.64 0.33
C -0.14 -0.44 0.81
S 0.37 -1.05 -0.66
H 0.08 0.09 0.08
H -0.36 -0.69 -0.22
H 0.60 0.10 -0.14
H 0.16 -0.45 0.17
H -0.09 0.12 -0.29
H -0.23 0.09 -0.32
H 0.19 -0.16 0.22
H -0.42 0.49 0.56

HOMO level = -2.450 eV
LUMO energy = 3.262 eV
SMILES = N[C@@H](C[O-])CS
Charge = -1
HOMO-LUMO gap = 5.712 eV
Energy above the lowest of the compared OMol25 structures with the same formula, charge and spin = 53.7 kcal per mole
Max |F| = 0.0256 Eh/bohr
E_tot = -647.2540 a.u.

***

DFT (ωB97M-V/def2-TZVPD) results for one molecule with the formula C3H8NOS.

Cartesian coordinates (Å):
C 0.9377 0.2360 -0.7167
C 0.0541 1.1236 0.2136
S -1.5090 1.6118 -0.6529
N 1.6039 -0.8959 -0.1275
C 0.7953 -2.0067 0.5043
O -0.2252 -1.6403 1.2264
H 0.3580 -0.0347 -1.5890
H 1.7139 0.9220 -0.9905
H 0.5567 1.9887 0.6514
H -0.4271 0.4684 0.9373
H -2.3737 1.2110 0.2860
H 2.4898 -0.7403 0.3059
H 0.5412 -2.6425 -0.3486
H 1.6541 -2.4674 1.0272

Force components x, y, z for each atom (eV/Å):
C 0.21 1.05 1.05
C -1.56 -1.07 -0.16
S 0.30 0.49 -0.29
N -1.24 -1.02 0.03
C 2.96 2.26 -1.83
O -0.88 -0.61 0.86
H -0.09 -0.28 -0.21
H 0.61 0.14 -0.86
H -0.07 -0.26 -0.08
H 0.83 0.37 0.47
H 0.09 -0.01 0.04
H 0.16 0.37 0.24
H -0.52 -0.61 0.12
H -0.81 -0.82 0.60

HOMO level (alpha / beta) = -8.822 / -8.805 eV
⟨S²⟩ = 0.755
LUMO energy (alpha / beta) = 0.908 / -2.139 eV
HOMO-LUMO gap (alpha / beta) = 9.730 / 6.666 eV
Energy above the lowest of the compared OMol25 structures with the same formula, charge and spin = 28.1 kcal per mole
Max |F| = 0.0807 Eh/bohr
Multiplicity = 2
E_tot = -647.1668 a.u.